Entry 1:
{"formula": "C56H126N4O14", "method": "ωB97M-V/def2-TZVPD", "smiles": "CC1(C)CCCC(C)(C)N1O.CC1(C)CCCC(C)(C)N1O.CC1(C)CCCC(C)(C)N1O.CC1(C)CCCC(C)(C)N1O.COCCOC.COCCOC.COCCOC.COCCOC.COCCOC", "molar_mass_g_mol": 1079.64, "spin_multiplicity": 1, "e_homo_ha": -0.295, "gap_ev": 8.582, "charge": 0, "symbols": ["C", "C", "C", "C", "C", "C", "C", "C", "C", "N", "O", "H", "H", "H", "H", "H", "H", "H", "H", "H", "H", "H", "H", "H", "H", "H", "H", "H", "H", "H", "C", "C", "C", "C", "C", "C", "C", "C", "C", "N", "O", "H", "H", "H", "H", "H", "H", "H", "H", "H", "H", "H", "H", "H", "H", "H", "H", "H", "H", "H", "C", "C", "C", "C", "C", "C", "C", "C", "C", "N", "O", "H", "H", "H", "H", "H", "H", "H", "H", "H", "H", "H", "H", "H", "H", "H", "H", "H", "H", "H", "C", "C", "C", "C", "C", "C", "C", "C", "C", "N", "O", "H", "H", "H", "H", "H", "H", "H", "H", "H", "H", "H", "H", "H", "H", "H", "H", "H", "H", "H", "C", "O", "C", "C", "O", "C", "H", "H", "H", "H", "H", "H", "H", "H", "H", "H", "C", "O", "C", "C", "O", "C", "H", "H", "H", "H", "H", "H", "H", "H", "H", "H", "C", "O", "C", "C", "O", "C", "H", "H", "H", "H", "H", "H", "H", "H", "H", "H", "C", "O", "C", "C", "O", "C", "H", "H", "H", "H", "H", "H", "H", "H", "H", "H", "C", "O", "C", "C", "O", "C", "H", "H", "H", "H", "H", "H", "H", "H", "H", "H"], "positions_angstrom": [[-1.96323, -0.00994, -0.21991], [-0.54662, 0.15398, 0.45023], [-0.35694, 1.69751, 0.59790], [-0.61669, -0.31690, 1.94170], [-0.33241, -1.82504, 2.16775], [0.78375, -2.37932, 1.31454], [0.69401, -2.01830, -0.13814], [2.00641, -2.32123, -0.94431], [-0.41725, -2.82747, -0.79784], [0.48497, -0.56360, -0.24794], [0.78999, -0.01445, -1.50968], [-1.99243, 0.21135, -1.28845], [-2.50084, -0.94903, -0.05501], [-2.77873, 0.58900, 0.20092], [-0.51434, 2.28765, -0.30652], [-0.96046, 2.09866, 1.41023], [0.68943, 1.90964, 0.83560], [0.13583, 0.24418, 2.49601], [-1.64687, -0.19150, 2.27315], [-0.10713, -1.87246, 3.23379], [-1.28510, -2.30446, 1.93795], [0.65258, -3.46322, 1.39509], [1.79788, -2.25999, 1.70283], [2.03701, -2.12276, -2.01277], [2.16346, -3.40471, -0.94940], [2.80435, -1.88146, -0.34541], [-0.07287, -3.86522, -0.79395], [-0.51125, -2.64407, -1.87051], [-1.36132, -2.78458, -0.25899], [0.02389, -0.22955, -2.06255], [2.07048, 9.52030, 1.00540], [1.72318, 8.39790, 2.09162], [1.98878, 9.03208, 3.46932], [0.21462, 8.18145, 1.77459], [-0.31490, 6.78377, 2.20134], [0.60520, 5.69864, 1.62550], [2.10582, 5.81433, 2.04079], [2.25872, 5.30336, 3.47444], [2.80451, 4.88029, 1.04329], [2.51521, 7.23632, 1.83913], [3.87761, 7.40109, 2.13922], [1.69939, 10.49406, 1.33005], [3.13705, 9.63063, 0.80148], [1.56068, 9.32513, 0.06259], [3.02816, 9.33615, 3.56269], [1.29023, 9.81695, 3.76562], [1.73267, 8.30586, 4.24770], [-0.31123, 8.96715, 2.32136], [-0.07852, 8.33555, 0.73682], [-0.47369, 6.76549, 3.28283], [-1.34295, 6.66980, 1.84874], [0.36546, 5.67591, 0.56200], [0.23802, 4.77521, 2.07989], [3.29331, 5.36435, 3.81394], [1.93676, 4.26865, 3.59675], [1.64837, 5.93380, 4.12338], [3.85014, 4.81212, 1.37180], [2.87476, 5.30943, 0.04681], [2.55338, 3.83034, 1.19156], [4.22800, 7.67091, 1.28366], [-1.32805, -9.82696, 1.76870], [-0.03461, -8.96904, 1.72380], [1.11477, -9.74532, 1.02643], [-0.33136, -7.64792, 1.00388], [0.68391, -6.51932, 1.28012], [0.67675, -6.25913, 2.78351], [1.05534, -7.51213, 3.61343], [2.57452, -7.83021, 3.40711], [0.68849, -7.19220, 5.07737], [0.27378, -8.67764, 3.14031], [0.56480, -9.88195, 3.81675], [-1.93905, -9.86337, 0.86044], [-1.11728, -10.89369, 1.86461], [-2.03549, -9.47738, 2.52011], [1.42311, -10.62831, 1.57988], [0.69067, -9.96194, 0.04262], [1.96623, -9.10604, 0.79308], [-0.26717, -7.77670, -0.07921], [-1.34850, -7.34182, 1.25196], [1.66601, -6.80231, 0.90347], [0.35602, -5.57765, 0.83861], [-0.34675, -6.05460, 3.11372], [1.20488, -5.36123, 3.10866], [2.93857, -8.80745, 3.73404], [3.33951, -7.22207, 3.89846], [2.78604, -7.79440, 2.33925], [0.96050, -8.08046, 5.65344], [-0.37523, -7.05924, 5.27784], [1.24065, -6.32785, 5.44379], [-0.13069, -9.83489, 4.48046], [-5.10577, -5.28041, -0.02541], [-5.07218, -6.19730, -1.23879], [-4.70554, -7.58903, -0.81922], [-6.44437, -6.32453, -1.95502], [-6.74631, -5.04633, -2.73488], [-5.74639, -4.88746, -3.91967], [-4.27233, -4.72100, -3.35260], [-3.36487, -5.05243, -4.53551], [-4.03422, -3.35498, -2.76300], [-4.09655, -5.73354, -2.26659], [-2.76645, -5.82408, -1.79862], [-4.98673, -4.23784, -0.32895], [-6.06801, -5.21511, 0.48886], [-4.32469, -5.44710, 0.71556], [-4.57248, -8.20486, -1.71517], [-3.71027, -7.66966, -0.37558], [-5.40053, -8.16963, -0.21300], [-6.46980, -7.08284, -2.73786], [-7.27241, -6.37829, -1.24724], [-7.74036, -5.10413, -3.18029], [-6.65579, -4.22386, -2.02407], [-6.08211, -3.96745, -4.40727], [-5.84816, -5.60503, -4.73437], [-3.77838, -4.72954, -5.49032], [-3.33309, -6.13914, -4.63616], [-2.37291, -4.65529, -4.31453], [-4.78537, -3.04450, -2.04053], [-3.92726, -2.55376, -3.49983], [-3.03068, -3.41373, -2.33410], [-2.40820, -6.58656, -2.26483], [7.88061, 5.80925, -1.23707], [7.40683, 4.60565, -1.85655], [6.34095, 3.98106, -1.13723], [6.00798, 2.63162, -1.73090], [4.83502, 2.20355, -1.01689], [4.24848, 1.03220, -1.61141], [8.28007, 5.52972, -0.25705], [7.24476, 6.68656, -1.11428], [8.77664, 6.09110, -1.78939], [5.48500, 4.66136, -1.12721], [6.67111, 3.89210, -0.09801], [6.85071, 1.97296, -1.50507], [5.79661, 2.63128, -2.80038], [4.77396, 0.11435, -1.33515], [4.25386, 0.94532, -2.70221], [3.20823, 1.05158, -1.29269], [2.73068, 7.74261, -5.92231], [2.98707, 6.77328, -4.91762], [2.26059, 7.11025, -3.71964], [2.31015, 5.87796, -2.83431], [1.55817, 4.78069, -3.20320], [1.41401, 3.80700, -2.17116], [3.15219, 8.70600, -5.61477], [1.67492, 7.88679, -6.16003], [3.25985, 7.54852, -6.85534], [1.22632, 7.33085, -4.00484], [2.64708, 8.03300, -3.28251], [2.03604, 6.16719, -1.81260], [3.37508, 5.61049, -2.85656], [0.67371, 4.12621, -1.43073], [2.34154, 3.58049, -1.64362], [0.95346, 2.92854, -2.62027], [1.39843, -2.66114, 6.70544], [1.94522, -1.51521, 6.05944], [1.28030, -0.27963, 6.38308], [2.11463, 0.88337, 5.83642], [2.11434, 1.11365, 4.44028], [2.93047, 0.24399, 3.68334], [0.98400, -3.40856, 6.02362], [0.73771, -2.46701, 7.54904], [2.26142, -3.23278, 7.06096], [1.24191, -0.15272, 7.46941], [0.23598, -0.19720, 6.07139], [3.15336, 0.87181, 6.17284], [1.60440, 1.76080, 6.24071], [3.99053, 0.23532, 3.94448], [2.87794, 0.56661, 2.64162], [2.48396, -0.75278, 3.68067], [-4.61788, 3.24951, 0.05839], [-5.09107, 4.51163, -0.44483], [-5.52516, 5.40462, 0.55748], [-5.28399, 6.83997, 0.07597], [-3.90742, 7.00751, -0.09789], [-3.53750, 8.38013, -0.15042], [-5.54898, 2.76307, 0.35033], [-3.85469, 3.46481, 0.80900], [-4.06517, 2.76653, -0.74593], [-5.07249, 5.21563, 1.53496], [-6.59417, 5.19520, 0.68375], [-5.62433, 7.39894, 0.95493], [-5.93741, 6.96122, -0.79046], [-2.46151, 8.24570, -0.30204], [-3.61801, 8.88642, 0.81252], [-3.89210, 8.89945, -1.04081], [1.05172, -3.08307, -5.44075], [-0.15641, -2.68350, -4.77510], [-1.02627, -1.92468, -5.62196], [-0.98030, -0.45724, -5.09032], [-1.91099, 0.35995, -5.77329], [-1.67242, 1.75185, -5.65588], [1.74014, -3.62933, -4.79889], [1.60385, -2.19250, -5.75382], [0.81837, -3.67009, -6.33028], [-2.02111, -2.36074, -5.53097], [-0.72145, -1.89580, -6.66876], [0.04420, -0.18791, -5.36013], [-1.23494, -0.45729, -4.02906], [-2.36812, 2.17408, -6.38339], [-0.68851, 1.98172, -6.07201], [-1.86859, 2.21905, -4.69029]], "mulliken_charge": [-1.66, 2.24, -2.81, -1.14, -0.86, -0.16, 1.98, -2.08, -1.37, 0.56, 0.04, 0.40, 0.28, 0.33, 0.44, 0.44, 0.45, 0.16, 0.43, 0.60, 0.30, -0.96, 0.53, 0.20, 0.38, 0.52, 0.45, -0.20, 0.40, 0.01, -1.88, 1.60, -1.68, -1.41, -0.93, -0.42, 1.70, -2.07, -1.38, 0.96, -0.57, 0.41, 0.42, 0.30, 0.34, 0.44, 0.37, 0.36, 0.35, 0.41, 0.39, -0.10, 0.20, 0.39, 0.43, 0.38, 0.52, 0.03, 0.07, 0.35, -1.99, 1.64, -1.80, -1.14, 0.58, -1.80, 2.04, -1.65, -2.06, 0.40, -0.50, 0.36, 0.38, 0.44, 0.41, 0.48, 0.34, 0.46, 0.30, 0.43, -0.89, 0.41, 0.58, 0.34, 0.38, 0.29, 0.54, 0.39, 0.30, 0.36, -1.46, 1.58, -1.93, -1.04, -0.74, -1.34, 1.99, -2.14, -1.66, 0.22, -0.18, 0.25, 0.32, 0.28, 0.43, 0.17, 0.38, 0.33, 0.51, 0.41, 0.33, 0.41, 0.49, 0.43, 0.45, 0.38, 0.33, 0.47, 0.11, 0.27, -0.76, -0.43, -0.06, -0.58, -0.15, -0.74, 0.33, 0.25, 0.30, 0.07, 0.37, 0.25, 0.34, 0.40, 0.41, -0.01, -0.80, -0.29, -0.89, 0.46, -0.51, 0.11, 0.31, 0.31, 0.27, 0.39, 0.41, -0.04, -0.03, 0.05, -0.04, 0.26, -0.75, -0.32, -0.49, -0.68, -0.08, -0.62, 0.15, 0.39, 0.29, 0.50, 0.28, 0.43, 0.27, 0.41, 0.09, 0.19, -0.67, -0.33, -0.74, -0.44, -0.15, -0.68, 0.32, 0.28, 0.25, 0.42, 0.38, 0.32, 0.30, 0.05, 0.36, 0.34, -0.99, -0.02, -0.72, 0.20, -0.44, -0.71, 0.24, 0.36, 0.35, 0.15, 0.48, 0.40, -0.19, 0.29, 0.34, 0.23]}

***

Entry 2:
{"formula": "C15H27BrFI2N4O2", "method": "ωB97M-V/def2-TZVPD", "molar_mass_g_mol": 648.12, "spin_multiplicity": 1, "e_homo_ha": -0.454, "gap_ev": 7.750, "charge": 1, "symbols": ["C", "C", "C", "Br", "N", "C", "C", "N", "C", "I", "C", "C", "I", "N", "F", "C", "C", "C", "N", "H", "H", "H", "H", "H", "H", "H", "H", "H", "H", "H", "H", "H", "H", "H", "H", "H", "H", "H", "O", "C", "O", "C", "C", "C", "H", "H", "H", "H", "H", "H", "H", "H"], "positions_angstrom": [[-2.15190, 3.51236, -2.34295], [-2.05828, 2.04052, -2.73440], [-0.64692, 1.48688, -2.59496], [0.54041, 2.28066, -3.91895], [-0.64627, 0.01955, -2.66746], [-1.25598, -0.56539, -3.87585], [0.52489, -0.56796, -2.31038], [0.82894, -0.65218, -1.04298], [-0.03214, -0.24482, 0.02631], [-1.70002, -1.47829, 0.26106], [0.21741, 0.77814, 0.84498], [-0.63529, 1.16387, 2.01726], [1.93185, 1.92565, 0.52967], [1.36475, -1.16838, -3.29309], [0.95778, -2.53421, -3.27738], [2.81208, -1.16716, -3.11196], [3.46692, 0.11384, -3.62861], [4.08889, 1.08483, -2.66035], [3.46964, 0.23319, -4.88662], [-1.57960, 4.12370, -3.04009], [-3.19009, 3.83542, -2.42182], [-1.79816, 3.68201, -1.32370], [-2.74150, 1.41551, -2.15140], [-2.36016, 1.94765, -3.78159], [-0.26993, 1.75460, -1.60873], [-1.02741, -1.62534, -3.93805], [-0.93051, -0.06518, -4.78861], [-2.33742, -0.47321, -3.77736], [1.70708, -1.08692, -0.77763], [-1.59901, 1.54748, 1.67281], [-0.82604, 0.28416, 2.63708], [-0.14677, 1.90974, 2.63865], [3.13670, -1.43267, -2.09834], [3.16250, -1.96003, -3.77333], [5.04055, 1.42115, -3.07862], [4.31449, 0.62052, -1.70091], [3.45683, 1.96455, -2.52993], [3.94026, 1.08904, -5.18117], [-0.43174, 0.81962, 5.65671], [-0.81666, -0.30511, 5.82272], [-0.02009, -1.31410, 5.41078], [-0.33175, -2.69969, 5.60656], [-1.22003, -3.17917, 4.48013], [-2.18150, -0.60986, 6.39362], [-0.75521, -2.88376, 6.59341], [0.63005, -3.20788, 5.57616], [-2.17518, -2.65262, 4.47550], [-1.41933, -4.24854, 4.54206], [-0.71448, -2.95820, 3.54043], [-2.91561, -0.53281, 5.59186], [-2.40694, 0.14616, 7.14067], [-2.27009, -1.58734, 6.85875]], "mulliken_charge": [-1.31, -0.40, 0.39, 0.02, 0.51, -1.10, -0.45, 0.42, -0.68, 0.12, 0.59, -1.23, 0.15, 0.18, -0.24, -0.79, 0.60, -1.15, -0.56, 0.35, 0.40, 0.32, 0.39, 0.36, -0.35, 0.49, 0.37, 0.34, 0.21, 0.33, 0.19, 0.47, 0.44, 0.37, 0.44, 0.29, 0.18, 0.32, -0.56, 0.82, -0.40, -0.44, -0.76, -1.02, 0.34, 0.33, 0.24, 0.40, 0.14, 0.25, 0.33, 0.32]}

***

Going through the records in order, we get energy relative to the best compared isomer or geometry (same formula, charge and spin) values of 116.8, 0.0 kcal per mole.